# 1
The following is a quantum chemistry calculation of C31H50As3N9Sn as an isolated structure, from the Open Molecules 2025 dataset.

Cartesian coordinates (Å):
Sn1 0.0266 0.8310 -0.1784
N1 -2.2581 2.4774 3.6150
C1 -1.9378 2.0405 2.4132
N2 -0.7091 1.8253 2.0005
C2 0.3408 2.0599 2.8770
N3 1.5759 1.8716 2.5221
N4 1.7309 1.4469 1.2166
C3 2.9427 1.4147 0.8057
C4 3.2451 0.9382 -0.5464
C5 4.5388 0.9095 -1.0333
C6 4.7485 0.4428 -2.3280
C7 3.6624 0.0207 -3.0756
C8 2.3948 0.0819 -2.5088
N5 2.1895 0.5354 -1.2747
C9 0.0527 2.5204 4.2270
C10 1.0542 2.7658 5.1747
C11 0.7126 3.2242 6.4279
C12 -0.6274 3.4522 6.7586
C13 -1.6319 3.2125 5.8419
C14 -1.2777 2.7437 4.5840
H1 -3.2311 2.6277 3.8477
H2 -2.7618 1.8471 1.7347
H3 3.7424 1.7362 1.4669
H4 5.3631 1.2436 -0.4171
H5 5.7482 0.4101 -2.7409
H6 3.7864 -0.3548 -4.0819
H7 1.5184 -0.2445 -3.0559
H8 2.0873 2.5995 4.9055
H9 1.4833 3.4143 7.1617
H10 -0.8826 3.8228 7.7421
H11 -2.6699 3.3854 6.0976
C15 -1.5486 -1.5608 3.0131
As1 -0.1929 -1.5981 1.6204
C16 1.4035 -1.5355 2.7368
C17 -0.0675 -3.5322 1.2076
C18 -1.0376 -4.1533 0.1871
C19 -2.4390 -3.5427 0.3376
C20 -0.5157 -3.9919 -1.2485
As2 -0.6385 -2.2184 -2.1169
C21 -2.4603 -2.2803 -2.8209
C22 0.2875 -2.7684 -3.7479
C23 -1.2674 -5.6682 0.4880
As3 0.1924 -6.9436 0.6450
C24 1.0605 -6.8489 2.3528
C25 1.5213 -6.8581 -0.7355
H12 -2.5512 -1.4685 2.6015
H13 -1.3445 -0.7100 3.6632
H14 -1.4801 -2.4723 3.6057
H15 1.4246 -2.3862 3.4175
H16 1.3994 -0.6179 3.3238
H17 2.2989 -1.5455 2.1163
H18 -0.2076 -3.9753 2.1985
H19 0.9688 -3.7138 0.9087
H20 -2.4126 -2.4664 0.1412
H21 -2.8322 -3.6930 1.3442
H22 -3.1433 -3.9858 -0.3673
H23 -1.0377 -4.6839 -1.9155
H24 0.5479 -4.2424 -1.2920
H25 -2.7621 -3.3090 -3.0163
H26 -2.4768 -1.7373 -3.7655
H27 -3.1728 -1.8205 -2.1395
H28 -0.2035 -3.6342 -4.1918
H29 1.3258 -3.0201 -3.5322
H30 0.2645 -1.9564 -4.4745
H31 -1.9162 -6.0852 -0.2853
H32 -1.7996 -5.7853 1.4358
H33 0.3178 -6.8125 3.1465
H34 1.6828 -5.9520 2.3567
H35 1.6883 -7.7291 2.4827
H36 1.0498 -6.8083 -1.7134
H37 2.1432 -7.7504 -0.6734
H38 2.1353 -5.9755 -0.5468
C26 0.6726 4.4447 -2.4077
N6 -0.4270 3.5005 -2.1341
C27 -1.5166 4.2934 -1.5132
N7 -1.9523 5.3883 -2.3694
C28 -0.8633 6.3343 -2.6127
N8 0.1592 5.5116 -3.2756
C29 -0.2203 5.0278 -4.6082
N9 -1.3230 4.1138 -4.3094
C30 -0.8913 3.0147 -3.4540
C31 -2.4075 4.8571 -3.6572
H39 1.4901 3.9379 -2.9205
H40 1.0352 4.8881 -1.4807
H41 -1.1705 4.6885 -0.5574
H42 -2.3674 3.6338 -1.3394
H43 -0.4715 6.7370 -1.6804
H44 -1.1777 7.1433 -3.2680
H45 0.6144 4.5077 -5.0743
H46 -0.5451 5.8548 -5.2353
H47 -0.0817 2.4699 -3.9412
H48 -1.7329 2.3386 -3.3023
H49 -3.2439 4.1799 -3.4854
H50 -2.7412 5.6694 -4.3007

Atoms 1-2, force components in eV/Å:
Sn -0.40 -0.30 0.11
N 0.05 0.02 0.03

Computed properties:
- HOMO energy (alpha / beta): -17.482 / -17.481 eV
- Charge: +4
- ΔE to the lowest compared entry with this formula, charge and spin: 0.0 kcal per mole
- Orbital gap (alpha / beta): 5.96 / 5.16 eV
- Lowest unoccupied orbital energy (alpha / beta): -11.520 / -12.322 eV

These are the Mulliken partial charges, in e, on atoms 1 to 5: atom 1 (Sn): 0.69, atom 2 (N): 0.09, atom 3 (C): -0.74, atom 4 (N): 0.08, atom 5 (C): 0.02


# 2
The following is a quantum chemistry calculation of an isolated ion of composition C10H9N2 and charge +1 in a non-equilibrium geometry, from the Open Molecules 2025 dataset.

Cartesian coordinates (Å):
C1 2.3407 1.6845 -0.1889
C2 -3.8776 0.0180 -0.0825
C3 -3.0229 -0.9925 -0.2436
C4 -3.5207 1.2840 0.1160
C5 -1.6825 -0.7815 -0.0021
C6 -2.1749 1.6199 0.1297
C7 -1.2352 0.5934 -0.0340
C8 1.8589 -0.5197 0.5075
C9 0.1109 0.9557 -0.0437
C10 4.1190 0.0071 -0.0764
N1 0.9756 1.7585 -0.4183
N2 2.7052 0.3029 -0.0408
H1 -4.9721 -0.1415 -0.1457
H2 -3.3080 -2.0350 -0.5737
H3 -4.3568 1.9976 0.2740
H4 -1.0281 -1.6305 0.1958
H5 -1.8728 2.6008 0.2823
H6 2.2705 -1.4507 0.9128
H7 4.7543 0.8564 0.2223
H8 4.3563 -0.8626 0.5384
H9 4.3104 -0.1349 -1.2611

Atoms 1-2, force components in eV/Å:
C -1.25 0.64 -0.45
C -4.20 -0.65 -0.85

Computed properties:
- HOMO energy (alpha / beta): -13.689 / -13.687 eV
- Charge: +1
- ΔE to the lowest compared entry with this formula, charge and spin: 182.6 kcal per mole
- Orbital gap (alpha / beta): 7.58 / 7.58 eV
- Lowest unoccupied orbital energy (alpha / beta): -6.109 / -6.109 eV

These are the natural (NBO) partial charges, in e, on atoms 1 to 5: atom 1 (C): 0.44, atom 2 (C): -0.11, atom 3 (C): -0.22, atom 4 (C): -0.21, atom 5 (C): -0.07


# 3
The following is a quantum chemistry calculation of an isolated molecule of C3H6BrClN2O in a non-equilibrium geometry, from the Open Molecules 2025 dataset.

Cartesian coordinates (Å):
C1 -0.7298 -1.1219 -0.1759
C2 -0.2056 1.2562 -0.0241
C3 1.4357 1.1159 -0.5169
N1 -1.2941 -2.1537 0.5086
N2 -0.6437 -0.0103 0.5862
O1 -0.3286 -1.2011 -1.3085
Cl1 2.4285 0.8975 0.8970
Br1 1.8624 2.5694 -1.6558
H1 -0.2566 2.2215 0.5183
H2 -0.6796 1.3706 -0.9983
H3 1.5571 0.1354 -1.1249
H4 -1.5501 -1.8773 1.4437
H5 -0.8292 -3.0287 0.2955
H6 -0.7664 -0.1735 1.5551

Atoms 1-2, force components in eV/Å:
C 0.21 0.00 -0.02
C 2.96 -0.84 -1.31

Computed properties:
- Structure (SMILES): NC(=O)NC[C@H](Cl)Br
- HOMO energy: -9.701 eV
- ΔE to the lowest compared entry with this formula, charge and spin: 0.0 kcal per mole
- Orbital gap: 10.24 eV
- Lowest unoccupied orbital energy: 0.543 eV

These are the natural (NBO) partial charges, in e, on atoms 1 to 5: atom 1 (C): 0.77, atom 2 (C): -0.22, atom 3 (C): -0.36, atom 4 (N): -0.83, atom 5 (N): -0.65


# 4
The following is a quantum chemistry calculation of a 2-piece molecular cluster, C3H6BrNO3 overall in a non-equilibrium geometry, from the Open Molecules 2025 dataset.

Cartesian coordinates (Å):
C1 1.4482 -1.5854 -0.3142
C2 -2.3582 0.6871 -0.6973
C3 1.1402 -0.3448 -0.8630
N1 -1.3486 0.8430 0.0457
O1 -0.8108 2.1238 0.0218
O2 -0.8109 -0.0163 0.6956
O3 0.5284 -0.0179 -1.8157
Br1 2.2836 1.1458 -0.1868
H1 0.9439 -2.3507 -0.7908
H2 2.5011 -1.8136 -0.1855
H3 1.0135 -1.4413 0.7136
H4 -2.8970 -0.1754 -0.7566
H5 -2.4715 1.4365 -1.4473
H6 0.1059 2.0202 0.4974

Atoms 1-2, force components in eV/Å:
C 1.09 -0.90 3.51
C -0.34 2.56 -1.83

Computed properties:
- HOMO energy (alpha / beta): -5.766 / -9.159 eV
- 2S+1: 3
- Orbital gap (alpha / beta): 6.41 / 5.54 eV
- Lowest unoccupied orbital energy (alpha / beta): 0.639 / -3.615 eV

These are the natural (NBO) partial charges, in e, on atoms 1 to 5: atom 1 (C): -0.69, atom 2 (C): -0.26, atom 3 (C): 0.22, atom 4 (N): 0.39, atom 5 (O): -0.55


no.,electronic energy (Ha)
1,-8624.2696
2,-495.4616
3,-3336.8797
4,-2972.0875